112
Properties=species:S:1:pos:R:3:forces:R:3:mulliken_charge:R:1 method="wB97M-V/def2-TZVPD" total_charge=+1 gap_ha=0.2888 spin_multiplicity=1
H 0.629 2.082 -2.405 0.06 -0.17 -0.13 -0.75
Br -0.344 -0.929 -3.372 -0.30 0.18 0.27 0.17
H -6.692 4.008 4.551 0.03 0.06 -0.03 0.34
H -1.932 2.254 3.501 -0.07 0.04 -0.11 0.10
C -1.839 0.038 -0.854 -0.07 0.12 -0.48 2.36
C 1.936 -2.079 4.390 -0.36 -0.02 -0.61 -0.27
O 1.103 -1.999 3.298 0.18 0.22 0.44 0.10
H 4.633 -2.434 -3.714 -0.14 -0.14 0.05 0.46
N 0.328 -0.807 -0.758 -0.03 0.67 0.18 1.05
H 0.328 -0.749 8.380 -0.05 0.07 -0.01 0.37
H 2.155 -1.173 4.928 0.04 0.00 -0.03 0.59
C 7.597 0.433 4.263 0.00 -0.04 0.06 0.22
H 0.829 4.449 -3.436 -0.10 -0.10 -0.18 0.35
H -3.802 -2.893 -1.512 0.05 -0.05 -0.01 0.31
H 6.015 -2.980 -1.056 0.20 -0.11 0.09 0.45
C 1.030 -3.297 2.908 -0.25 0.09 -0.20 0.41
C -5.791 -3.228 -6.366 -0.05 -0.09 0.07 -0.12
Cl -3.484 0.259 -5.859 0.21 0.20 0.04 -0.07
C 6.688 -0.683 0.873 -0.18 -0.33 -0.01 0.65
H 3.439 -0.118 -1.053 0.01 0.00 0.07 0.13
C 3.228 -0.982 -3.035 0.44 -0.22 0.17 -1.08
H -0.648 1.880 -0.562 0.01 -0.08 0.03 0.28
H -2.217 2.955 -2.528 -0.07 -0.01 -0.13 0.91
C -3.305 -0.202 -1.331 0.10 -0.10 -0.46 -2.18
H 1.263 4.128 -1.335 -0.02 0.14 0.10 0.31
H 5.826 1.242 0.840 -0.16 0.23 0.08 0.26
C -2.228 0.543 1.542 -0.41 -0.61 1.04 -1.47
C -6.673 3.575 3.558 -0.10 -0.02 0.04 -0.36
C 5.722 -1.250 -2.303 -0.48 -0.52 -0.04 -0.52
C -1.462 -2.731 1.928 -0.26 -0.33 -0.05 -1.00
H 5.546 -0.195 -2.090 0.08 0.03 0.10 0.28
Cl -7.948 4.314 2.590 0.00 -0.02 0.02 -0.15
C 6.794 0.797 0.642 -0.01 -0.52 0.01 -1.12
Cl 0.727 3.631 3.308 0.11 -0.09 -0.01 -0.14
Cl 6.547 0.032 5.631 -0.01 -0.02 -0.03 -0.17
C -1.556 2.089 -2.496 0.14 0.13 0.13 -0.99
Cl -4.103 -2.930 -6.811 -0.04 -0.16 0.01 -0.13
H 7.026 0.953 -0.413 0.05 0.12 0.02 0.38
H -3.725 0.779 -1.542 -0.02 0.02 0.02 0.78
H 0.406 -1.981 7.095 -0.03 0.01 -0.05 0.20
Cl -5.102 2.241 -7.280 -0.01 -0.02 0.02 -0.17
H -3.758 -3.097 -3.238 0.31 -0.02 -0.19 0.46
Cl -1.751 -1.775 7.997 0.02 -0.01 -0.01 -0.15
O 5.719 -1.309 0.098 0.34 0.34 0.15 -0.25
H -5.980 -4.293 -6.424 0.02 0.01 -0.07 0.37
C -0.166 2.555 -2.989 -0.45 0.27 -0.02 0.46
N 2.324 -3.273 4.601 0.28 -0.20 0.34 -0.38
C 1.695 0.626 1.607 0.28 0.09 -0.38 0.59
H 0.393 3.629 0.979 -0.07 0.00 -0.01 -0.60
C 2.641 -0.365 -1.753 -0.22 -0.06 -0.45 1.06
H -3.221 0.804 1.171 0.02 -0.13 -0.20 0.77
C -2.626 1.475 3.813 -0.19 -0.35 0.76 -0.81
C -5.124 0.816 -6.244 -0.19 0.08 -0.07 0.12
N 2.765 0.411 1.965 0.28 0.08 0.29 -0.62
H -0.026 2.285 -4.037 0.00 0.02 -0.02 0.54
C 0.017 4.062 -2.814 0.59 -0.05 0.37 -0.97
H 6.970 0.720 3.430 -0.05 0.04 0.05 -0.18
H 1.536 -2.228 -1.714 -0.28 0.00 0.03 1.01
H 8.185 -0.438 4.007 0.01 0.00 0.04 0.27
C 4.408 -1.932 -2.770 0.03 0.35 -0.46 -0.87
H -3.083 -0.656 -3.462 -0.01 0.06 0.04 -0.20
C -1.555 -0.489 0.631 -0.40 1.37 -1.49 1.53
Br -5.471 -0.859 -2.974 -0.01 0.04 0.04 -0.17
O 0.528 0.805 1.076 -0.38 -0.03 -0.39 0.06
C 0.161 4.320 1.780 0.00 0.01 -0.01 0.41
Cl -5.066 3.853 2.860 -0.03 0.07 -0.04 -0.07
H 7.390 -1.855 -1.050 0.02 -0.03 0.21 0.36
H -1.470 -0.232 3.405 -0.26 -0.49 0.12 -0.04
Br -3.911 -0.992 3.349 0.12 -0.19 0.06 -0.10
H 7.575 1.200 1.279 -0.03 0.18 -0.08 0.39
C -0.037 -0.452 0.633 0.57 -1.04 0.63 0.08
O 0.335 4.365 -1.442 -0.16 -0.13 -0.18 -0.46
N 1.729 -4.085 3.636 -0.04 0.01 -0.01 -0.45
C -1.582 1.579 -1.035 0.27 0.31 -0.07 -1.62
H -3.657 1.813 3.746 0.14 0.16 -0.24 -0.01
H -5.950 -2.865 -5.357 0.02 0.07 -0.03 0.03
H 2.097 -1.705 -0.145 -0.26 0.00 0.14 0.17
H -1.753 -2.513 -0.176 0.08 0.17 -0.10 0.16
C -2.404 0.190 3.028 0.69 1.14 -0.32 0.38
H -1.255 -2.113 2.793 0.07 0.07 -0.04 0.04
Cl -1.585 4.584 1.810 -0.08 -0.01 -0.15 -0.11
S 0.053 -3.671 1.504 0.20 -0.08 0.08 -0.29
H -6.846 2.506 3.603 0.02 0.00 -0.06 0.24
H 6.433 -1.287 -3.128 0.09 -0.02 0.05 0.52
C -0.171 -1.164 7.513 0.00 -0.12 0.08 -0.31
Cl -0.311 0.116 6.288 0.12 -0.01 -0.06 -0.08
H -5.625 1.063 -5.316 0.07 0.02 0.03 0.19
H 0.457 -1.206 1.238 -0.34 -0.05 0.16 0.03
H -3.928 -0.615 -0.538 0.24 -0.01 0.19 0.74
H -3.098 -1.988 0.781 -0.01 0.15 0.05 0.75
Cl -6.918 -2.400 -7.447 0.00 0.02 0.03 -0.16
H 4.088 -2.720 -2.084 0.10 0.05 0.17 0.38
H -2.202 -3.461 2.248 0.01 -0.01 -0.02 0.82
H -2.434 1.284 4.870 -0.08 0.00 0.00 0.48
H 0.651 5.272 1.616 -0.02 0.01 0.07 0.48
C 6.302 -1.930 -1.061 -0.33 0.36 -0.54 -0.83
H -0.888 4.610 -3.064 -0.05 0.00 0.03 0.38
C 1.657 -1.353 -1.076 0.77 0.10 -0.01 -1.96
H -5.640 0.014 -6.760 0.07 -0.03 -0.04 -0.02
C -0.651 -0.565 -1.572 0.26 -0.45 -0.01 -1.03
H -2.360 2.125 -0.506 -0.11 -0.24 0.14 1.21
H -1.663 1.472 1.549 0.15 -0.05 -0.20 -0.17
H 3.550 -0.203 -3.729 0.00 0.10 0.07 0.49
H 2.458 -1.559 -3.554 -0.05 0.15 -0.02 0.27
H -1.978 1.378 -3.206 -0.09 -0.10 0.10 -0.24
H -2.243 -2.803 -2.329 0.06 0.01 -0.17 0.16
C -3.298 -2.549 -2.420 -0.55 0.11 0.47 -1.06
C -2.013 -1.950 0.724 0.06 -0.27 0.58 -1.37
O 7.362 -1.320 1.623 0.11 0.08 0.08 -0.51
H 2.146 0.575 -2.011 -0.16 -0.08 0.12 -0.51
Cl 8.686 1.775 4.635 0.00 0.00 -0.05 -0.17
C -3.556 -1.055 -2.572 -0.13 -0.39 -0.06 0.62